# 1
22
Properties=species:S:1:pos:R:3:forces:R:3 method="wB97M-V/def2-TZVPD" lumo_energy_ev=0.505 smiles="CC(=O)N[C@H](C)CS.O" de_lowest_kj_mol=58.2 homo_ev=-9.329
C 1.36603 -0.21231 -2.53251 -1.6 0.0 -2.3
C 0.85417 -0.08197 -1.16201 -1.1 0.3 1.5
O 1.62812 -0.31314 -0.22925 -0.5 0.1 -0.7
N -0.48914 0.20758 -0.99927 0.7 -1.0 -0.3
C -1.30778 0.20731 0.29232 1.4 0.3 -1.7
C -1.14011 1.66674 0.80772 -1.3 -0.9 -1.4
C -0.83217 -0.88749 1.28370 -1.3 0.5 -0.5
S -1.73054 -2.50564 1.18727 0.9 0.7 -0.5
H 0.78210 -0.97458 -3.06170 0.4 -0.7 0.4
H 2.39607 -0.41364 -2.54318 1.2 -0.5 0.1
H 1.17651 0.55182 -3.29121 0.0 0.9 0.7
H -0.97809 0.34452 -1.87845 0.0 -0.1 0.5
H -2.32933 -0.01259 -0.08135 0.5 0.2 0.6
H -1.55563 1.68703 1.79623 0.8 0.5 1.0
H -1.87584 2.23654 0.25264 -0.2 0.3 -0.4
H -0.18528 2.09998 0.47027 -0.1 -0.4 1.3
H 0.21327 -1.05555 1.11874 0.3 -0.2 0.3
H -1.02218 -0.44600 2.25519 0.1 -0.3 0.4
H -0.89130 -2.93611 0.21575 -0.4 -0.2 0.2
O 2.20823 0.59995 2.17259 -0.5 -0.7 -0.4
H 1.66437 -0.02606 2.67441 0.3 0.3 0.2
H 2.04851 0.26361 1.25208 0.3 0.6 0.8

---

# 2
22
Properties=species:S:1:pos:R:3:forces:R:3 method="wB97M-V/def2-TZVPD" lumo_energy_ev=0.618 smiles="C[C@H](C(=O)O)N(C)C.O" de_lowest_kj_mol=70.5 homo_ev=-9.296
C -0.74379 -0.54821 1.59684 -0.9 0.6 -0.4
C -0.37120 -0.14245 0.16497 0.7 -0.2 0.9
C 1.16037 0.03265 0.09027 -0.1 -0.3 0.0
O 1.95363 -0.67557 0.65134 -0.2 -0.1 0.3
O 1.58298 1.00330 -0.70576 0.1 0.6 -0.6
N -1.03401 1.02610 -0.36649 -0.2 0.1 -0.2
C -1.02457 2.19626 0.50119 0.3 0.1 0.8
C -2.35296 0.78125 -0.94074 0.2 -0.2 0.7
H -0.16395 -1.40782 1.88744 -0.1 -0.3 0.2
H -1.83179 -0.71213 1.64002 0.4 -0.4 0.0
H -0.57479 0.26513 2.29715 0.3 0.0 0.1
H -0.55969 -1.00684 -0.47549 -0.1 0.1 -0.2
H 0.79996 1.42089 -1.11915 -0.1 -0.2 0.2
H -0.25716 2.13592 1.27853 0.1 -0.3 -0.2
H -0.76870 3.10294 -0.03909 -0.3 0.2 -0.3
H -1.94817 2.34227 1.08051 -0.1 -0.1 -0.4
H -2.61281 1.64476 -1.53237 -0.2 0.0 -0.5
H -2.34010 -0.15071 -1.49393 0.1 0.1 -0.5
H -3.14736 0.63534 -0.19525 0.1 0.2 0.3
O 1.41205 -3.18771 -0.81150 -0.1 -0.2 0.0
H 1.96650 -2.97858 -0.05001 -0.1 0.2 -0.1
H 1.64552 -2.52073 -1.46274 0.1 0.0 0.0

---

# 3
22
Properties=species:S:1:pos:R:3:forces:R:3 method="wB97M-V/def2-TZVPD" lumo_energy_ev=0.082 smiles="CCC(C)(O)O.CN=O" de_lowest_kj_mol=308.2 homo_ev=-9.286
C 2.19229 0.29588 1.64360 0.0 -0.1 -0.2
C 2.09595 -0.20497 0.20880 -0.4 0.0 -0.1
C 0.71338 0.00279 -0.42542 -0.3 -0.2 0.8
C 0.26501 1.46198 -0.43836 0.0 -0.5 0.1
O 0.76953 -0.53778 -1.69900 -0.7 -0.1 -0.8
O -0.30686 -0.71174 0.36087 1.1 0.7 0.1
H 2.17525 1.38209 1.67965 0.0 0.1 0.1
H 3.12076 -0.04598 2.09622 0.0 0.0 0.1
H 1.35888 -0.08232 2.23190 0.0 0.0 0.1
H 2.30817 -1.27603 0.16864 0.0 0.0 -0.1
H 2.82670 0.29588 -0.42736 0.0 0.0 0.0
H -0.66120 1.54580 -1.00209 -0.1 0.1 0.0
H 0.09563 1.80679 0.57636 0.0 0.1 0.1
H 1.02831 2.07082 -0.91424 0.1 0.1 0.0
H -0.12980 -0.46052 -2.11325 1.0 -0.1 0.4
H -0.09958 -1.65418 0.31903 0.1 0.1 -0.1
C -3.21091 -0.67889 -0.03794 -0.4 0.5 0.4
N -2.18905 -1.06142 -0.97495 0.3 0.1 -2.0
O -1.98058 -0.27779 -1.89434 -0.8 -0.7 1.3
H -3.62042 0.32117 -0.21358 0.1 -0.1 -0.1
H -2.76240 -0.74715 0.95510 0.0 0.0 -0.1
H -3.98907 -1.44441 -0.09965 0.0 0.0 0.0

---

# 4
22
Properties=species:S:1:pos:R:3:forces:R:3 method="wB97M-V/def2-TZVPD" lumo_energy_ev=0.598 smiles="O=CNCCCCO.O" de_lowest_kj_mol=112.3 homo_ev=-9.736
O 0.44846 -2.91538 -2.90052 0.1 -0.2 0.0
C 0.41880 -2.72366 -1.69990 -0.3 0.1 -0.9
N -0.34442 -1.73420 -1.17497 -0.2 0.0 0.3
C -0.40433 -1.25225 0.18013 0.0 0.9 0.6
C 0.76579 -0.36889 0.63453 0.3 -0.6 -0.1
C 1.13312 0.74135 -0.34467 -0.8 -0.3 0.0
C -0.04070 1.72892 -0.51512 0.8 0.5 0.3
O 0.10773 2.89576 0.30473 -1.2 -0.8 0.5
H 0.98919 -3.38086 -1.03578 0.0 0.3 0.5
H -0.98338 -1.32153 -1.83465 0.2 0.1 -0.2
H -1.31675 -0.67382 0.33721 -0.1 0.0 -0.6
H -0.55201 -2.03334 0.89385 0.2 -0.9 0.4
H 1.59726 -1.02084 0.92312 0.3 0.1 -0.5
H 0.49115 0.08400 1.56690 -0.4 0.3 0.6
H 1.38427 0.32626 -1.32234 0.2 0.0 0.1
H 1.97089 1.29012 0.07055 0.3 0.1 -0.2
H -0.12845 2.03167 -1.56124 -0.3 -0.1 0.0
H -0.95764 1.29827 -0.13347 -0.3 -0.2 -0.4
H 0.85728 3.38485 0.02514 1.1 0.7 -0.4
O -1.57315 1.14280 2.75635 1.2 -0.1 0.7
H -1.50726 1.88898 2.15761 -0.5 -0.1 -0.3
H -2.35585 0.61177 2.67253 -0.6 0.3 -0.5

---

# 5
22
Properties=species:S:1:pos:R:3:forces:R:3 method="wB97M-V/def2-TZVPD" lumo_energy_ev=0.757 smiles="CNCCCOC=O.O" de_lowest_kj_mol=191.2 homo_ev=-9.466
C 0.34925 3.65255 1.56323 -0.7 0.6 0.9
N 0.93220 2.52665 2.25814 1.6 -2.0 -1.7
C 1.34866 1.37828 1.34327 1.1 -0.5 1.7
C 0.29549 0.76460 0.51131 -2.7 -0.1 -1.3
C 0.64036 -0.54425 -0.22704 1.0 -0.8 1.2
O -0.48637 -1.09200 -0.94875 -0.6 0.6 -0.6
C -0.44453 -2.31576 -1.50886 -0.8 -0.5 -1.3
O -1.34261 -2.79589 -2.19472 1.8 1.3 1.8
H -0.64014 3.33640 1.19205 0.3 0.3 0.1
H 0.88447 4.16457 0.74593 0.3 -0.4 0.1
H 0.20273 4.36770 2.39009 -0.3 0.2 -0.7
H 1.83157 2.74756 2.70436 -0.8 0.4 -0.1
H 1.64069 0.58205 2.05473 0.4 0.4 -0.2
H 2.21286 1.56896 0.67825 -0.1 0.4 0.4
H -0.58178 0.52540 1.14267 0.2 0.3 -0.3
H -0.02307 1.51575 -0.23685 -0.2 -0.4 0.1
H 1.55236 -0.39465 -0.83642 -0.6 -0.2 -0.2
H 0.86588 -1.31788 0.53196 0.3 0.4 -0.2
H 0.52078 -2.83706 -1.35373 -0.2 0.0 0.1
O -3.56341 -5.03929 -3.18211 0.9 -0.9 -0.3
H -3.58292 -5.90588 -3.64783 0.1 0.9 0.5
H -2.61245 -4.88782 -2.97969 -0.9 0.0 -0.2

---

# 6
23
Properties=species:S:1:pos:R:3:forces:R:3 method="wB97M-V/def2-TZVPD" lumo_energy_ev="0.729 / -2.515" de_lowest_kj_mol=197.4 multiplicity=3 homo_ev="-4.554 / -9.890"
C 0.10174 2.72719 -0.83139 -1.1 -1.1 0.6
C 1.04690 -0.99192 1.34246 -0.2 1.4 2.4
C 1.22689 -1.97434 -0.86367 -0.8 -0.2 -0.1
C 0.11952 1.54058 0.16355 1.3 -0.2 2.2
C 0.14207 0.18236 -0.47962 2.0 3.6 -4.2
N 0.93080 -0.86648 -0.05271 -1.1 0.6 0.2
O -2.88149 0.47785 -0.52405 -2.0 2.3 -0.8
O -2.08151 -1.81142 -0.90702 0.1 0.7 0.3
O -1.91120 -0.75053 1.40540 2.6 0.7 -1.1
S -1.91269 -0.50187 -0.26031 -1.0 -4.5 1.5
H 0.04251 3.59348 -0.20042 0.0 0.8 -0.1
H 1.03776 2.67111 -1.32144 0.9 0.4 -0.8
H -0.71096 2.76102 -1.59954 0.5 -0.3 0.9
H 1.72804 -1.79381 1.61169 -0.1 -0.2 0.0
H 1.58777 -0.00696 1.59753 -1.0 -1.4 0.6
H -0.01456 -1.10631 1.89326 2.6 0.4 -1.2
H 0.33713 -2.58693 -0.79872 -0.7 -0.5 -0.9
H 1.46401 -1.66904 -1.89464 0.2 -0.4 0.5
H 1.90291 -2.54671 -0.26600 1.3 -0.5 -0.5
H 1.13258 1.59000 0.74793 -1.6 0.5 -0.8
H -0.65186 1.67411 1.00768 0.6 -0.3 -1.2
H 0.04923 0.36050 -1.61082 0.5 -1.0 1.5
H -2.68559 -0.97190 1.84084 -3.0 -0.7 1.1

---

Please write out number 6 again, unchanged.
23
Properties=species:S:1:pos:R:3:forces:R:3 method="wB97M-V/def2-TZVPD" lumo_energy_ev="0.729 / -2.515" de_lowest_kj_mol=197.4 multiplicity=3 homo_ev="-4.554 / -9.890"
C 0.10174 2.72719 -0.83139 -1.1 -1.1 0.6
C 1.04690 -0.99192 1.34246 -0.2 1.4 2.4
C 1.22689 -1.97434 -0.86367 -0.8 -0.2 -0.1
C 0.11952 1.54058 0.16355 1.3 -0.2 2.2
C 0.14207 0.18236 -0.47962 2.0 3.6 -4.2
N 0.93080 -0.86648 -0.05271 -1.1 0.6 0.2
O -2.88149 0.47785 -0.52405 -2.0 2.3 -0.8
O -2.08151 -1.81142 -0.90702 0.1 0.7 0.3
O -1.91120 -0.75053 1.40540 2.6 0.7 -1.1
S -1.91269 -0.50187 -0.26031 -1.0 -4.5 1.5
H 0.04251 3.59348 -0.20042 0.0 0.8 -0.1
H 1.03776 2.67111 -1.32144 0.9 0.4 -0.8
H -0.71096 2.76102 -1.59954 0.5 -0.3 0.9
H 1.72804 -1.79381 1.61169 -0.1 -0.2 0.0
H 1.58777 -0.00696 1.59753 -1.0 -1.4 0.6
H -0.01456 -1.10631 1.89326 2.6 0.4 -1.2
H 0.33713 -2.58693 -0.79872 -0.7 -0.5 -0.9
H 1.46401 -1.66904 -1.89464 0.2 -0.4 0.5
H 1.90291 -2.54671 -0.26600 1.3 -0.5 -0.5
H 1.13258 1.59000 0.74793 -1.6 0.5 -0.8
H -0.65186 1.67411 1.00768 0.6 -0.3 -1.2
H 0.04923 0.36050 -1.61082 0.5 -1.0 1.5
H -2.68559 -0.97190 1.84084 -3.0 -0.7 1.1